# 1
25
Properties=species:S:1:pos:R:3:nbo_charge:R:1 method="wB97M-V/def2-TZVPD" charge=+1 homo_lumo_gap_ev=9.9 lumo_energy_ev=-3.3 de_lowest_kcal_mol=36.2
C -2.947 -0.443 -0.952 -0.13
C -2.558 0.856 -1.316 -0.21
C -2.189 -1.069 0.043 -0.22
C -1.299 1.344 -0.881 -0.14
C -1.069 -0.535 0.554 -0.16
C -0.587 0.707 0.135 -0.19
C 1.731 1.091 -2.425 1.02
C 0.745 1.146 0.556 0.53
N 0.920 2.437 0.607 -0.74
N 1.551 -2.267 1.028 -1.06
N 1.609 0.266 0.883 -0.73
O 2.442 0.312 -1.986 -0.51
O 0.994 1.876 -2.799 -0.50
H -3.740 -0.923 -1.371 0.23
H -2.801 1.325 -2.258 0.24
H -2.653 -1.832 0.637 0.23
H -0.766 2.286 -1.214 0.23
H -0.600 -1.143 1.370 0.20
H 0.066 3.030 0.483 0.45
H 1.841 2.659 0.843 0.41
H 1.027 -2.777 0.327 0.40
H 2.550 -2.722 0.951 0.43
H 0.968 -2.423 1.848 0.40
H 1.514 -0.824 0.966 0.44
H 2.515 0.643 1.197 0.39

=====

# 2
24
Properties=species:S:1:pos:R:3:nbo_charge:R:1 method="wB97M-V/def2-TZVPD" homo_lumo_gap_ev=8.9 lumo_energy_ev=0.8 de_lowest_kcal_mol=138.7
C -2.284 -0.867 0.046 0.54
C -1.194 1.202 0.026 0.44
C 0.062 0.463 -0.163 -0.24
C 1.334 1.142 -0.065 -0.37
C 2.523 0.382 0.500 -0.40
C 2.481 -0.932 -0.338 -0.44
C 1.160 -1.713 -0.113 -0.46
C -0.120 -0.896 0.069 0.28
H -4.314 -0.365 -0.191 0.41
H -3.759 -1.993 0.905 0.38
H -2.413 2.989 -0.359 0.43
H -0.981 3.086 0.371 0.37
H 1.224 2.435 0.037 0.22
H 1.760 1.027 -1.286 0.18
H 3.367 0.930 0.458 0.21
H 2.381 0.411 1.663 0.21
H 2.407 -0.889 -1.410 0.23
H 3.398 -1.376 0.121 0.24
H 0.738 -2.328 -0.962 0.25
H 0.926 -2.769 0.645 0.23
N -3.559 -1.296 -0.151 -0.79
N -2.283 0.515 0.085 -0.58
N -1.546 2.445 -0.107 -0.79
N -1.308 -1.604 0.221 -0.52

=====

# 3
24
Properties=species:S:1:pos:R:3:nbo_charge:R:1 method="wB97M-V/def2-TZVPD" homo_lumo_gap_ev=9.3 lumo_energy_ev=0.9 smiles=Cc1c[nH]cn1.Cc1c[nH]cn1 de_lowest_kcal_mol=26.3
C 8.030 -6.714 -1.320 -0.63
C 7.974 -7.080 0.213 0.10
C 7.761 -8.261 0.867 -0.13
N 7.563 -7.969 2.206 -0.54
C 7.791 -6.614 2.318 0.17
N 8.109 -6.024 1.166 -0.46
H 7.475 -7.438 -1.941 0.22
H 9.076 -6.682 -1.668 0.22
H 7.583 -5.716 -1.459 0.23
H 7.703 -9.290 0.513 0.22
H 7.371 -8.540 3.033 0.42
H 7.790 -6.179 3.318 0.19
C 8.951 -1.213 -3.817 -0.63
C 9.746 -0.428 -2.852 0.09
C 11.081 -0.568 -2.661 -0.13
N 11.355 0.316 -1.656 -0.53
C 10.219 1.032 -1.400 0.16
N 9.244 0.728 -2.250 -0.45
H 9.373 -2.228 -3.908 0.21
H 8.967 -0.735 -4.811 0.22
H 7.903 -1.296 -3.483 0.23
H 11.808 -1.273 -3.064 0.22
H 12.241 0.536 -1.195 0.42
H 10.160 1.776 -0.605 0.20

=====

# 4
24
Properties=species:S:1:pos:R:3:nbo_charge:R:1 method="wB97M-V/def2-TZVPD" homo_lumo_gap_ev=11.8 lumo_energy_ev=0.5 smiles=CC#N.CC#N.CC#N.CC#N de_lowest_kcal_mol=67.1
C 1.493 5.628 -4.733 -0.73
C 1.376 4.226 -4.966 0.29
N 1.249 3.076 -5.142 -0.33
H 1.044 6.256 -5.503 0.26
H 2.546 5.818 -4.526 0.26
H 0.931 5.857 -3.827 0.26
C 6.160 -0.319 1.081 -0.72
C 5.575 0.962 0.579 0.29
N 5.203 1.967 0.234 -0.33
H 6.302 -0.218 2.157 0.25
H 7.169 -0.518 0.720 0.25
H 5.584 -1.229 0.913 0.25
C 0.319 -1.633 -1.440 -0.75
C -0.666 -1.945 -0.543 0.28
N -1.559 -2.242 0.163 -0.32
H 0.213 -0.590 -1.741 0.27
H 0.246 -2.135 -2.405 0.26
H 1.344 -1.773 -1.097 0.26
C -7.483 -3.836 4.646 -0.74
C -7.377 -3.020 5.820 0.28
N -7.220 -2.311 6.772 -0.33
H -7.670 -4.910 4.648 0.26
H -6.507 -3.651 4.198 0.26
H -8.274 -3.463 3.996 0.26

=====

# 5
30
Properties=species:S:1:pos:R:3:nbo_charge:R:1 method="wB97M-V/def2-TZVPD" charge=+2 homo_lumo_gap_ev=7.4 lumo_energy_ev=-9.9
Ta -0.261 -1.248 0.116 2.58
N -0.254 0.156 2.078 -0.88
C -0.607 1.593 1.904 -0.23
C 0.305 2.264 0.866 -0.44
C -0.409 2.750 -0.403 -0.42
C -0.496 1.745 -1.548 -0.23
N -1.297 0.530 -1.216 -0.88
H -0.884 -0.242 2.787 0.44
H 0.667 0.139 2.537 0.43
H -0.513 2.108 2.866 0.25
H -1.658 1.655 1.604 0.21
H 1.121 1.585 0.594 0.20
H 0.770 3.133 1.328 0.27
H 0.141 3.604 -0.804 0.27
H -1.404 3.119 -0.148 0.22
H 0.504 1.419 -1.846 0.21
H -0.958 2.249 -2.405 0.25
H -1.511 0.066 -2.108 0.44
H -2.210 0.859 -0.875 0.43
O -2.364 -4.300 -1.343 -0.36
C -1.823 -3.474 -0.711 0.66
O -1.282 -2.337 -1.041 -0.72
C -1.673 -3.571 0.947 0.66
O -2.223 -4.391 1.577 -0.36
O -0.930 -2.558 1.288 -0.73
N 6.128 -1.488 -1.962 -0.10
C 5.035 -1.475 -1.620 0.35
N 3.807 -1.468 -1.228 -0.35
C 2.707 -1.303 -0.819 0.80
N 1.571 -1.120 -0.413 -0.93